DFT (ωB97M-V/def2-TZVPD) results for a molecular structure, C36H93CuF12N7O20S4 in a non-equilibrium geometry.

Values from the calculation:
LUMO energy (spin up / spin down) in eV: 0.3492 / -1.5397
Spin multiplicity: 2
<S²>: 0.752
Maximum force in eV/Å: 4.007
Kohn-Sham gap (spin up / spin down) in eV: 8.98 / 7.09
DFT total energy in eV: -210802.929

Positions of all 173 atoms, in Å:
Cu (-3.366, -1.498, 2.077)
C (-7.432, -0.506, 0.284)
F (-8.549, -1.210, 0.150)
F (-7.263, 0.133, -0.882)
F (-7.629, 0.368, 1.253)
S (-5.834, -1.441, 0.617)
O (-5.883, -2.800, 0.128)
O (-4.866, -0.416, 0.089)
N (-5.537, -1.630, 2.245)
S (-6.471, -2.606, 3.012)
O (-7.782, -2.558, 2.469)
O (-5.823, -3.838, 3.241)
C (-6.493, -1.639, 4.595)
F (-7.348, -2.233, 5.371)
F (-5.298, -1.669, 5.197)
F (-6.799, -0.336, 4.343)
C (-1.074, -1.670, -1.805)
F (-2.041, -2.688, -1.658)
F (0.144, -2.152, -2.035)
F (-1.537, -1.017, -2.790)
S (-0.832, -0.677, -0.233)
O (-1.966, -1.084, 0.586)
O (0.450, -1.194, 0.256)
N (-0.885, 0.751, -0.781)
S (0.172, 1.939, -0.734)
O (0.133, 2.754, 0.482)
O (1.416, 1.616, -1.324)
C (-0.718, 3.021, -2.071)
F (0.176, 3.891, -2.447)
F (-1.222, 2.210, -2.984)
F (-1.750, 3.780, -1.526)
C (-4.462, 4.865, -4.998)
O (-5.598, 3.984, -5.147)
H (-3.820, 4.597, -4.173)
H (-3.949, 4.828, -5.962)
H (-4.784, 5.938, -4.782)
H (-5.808, 3.816, -4.236)
C (-1.584, -1.757, -6.222)
O (-0.679, -2.842, -6.064)
H (-2.496, -2.039, -6.786)
H (-1.866, -1.318, -5.242)
H (-1.195, -0.961, -6.851)
H (0.201, -2.474, -5.970)
C (3.820, -2.212, -7.443)
C (2.951, -2.751, -6.347)
O (1.855, -1.924, -5.847)
H (4.158, -1.202, -7.177)
H (3.152, -2.027, -8.308)
H (4.613, -2.864, -7.790)
H (3.560, -3.176, -5.516)
H (2.450, -3.617, -6.764)
H (1.968, -1.500, -4.977)
C (4.009, 0.979, -3.144)
C (3.902, -0.409, -3.567)
O (2.501, -0.808, -3.494)
H (4.888, 1.538, -3.470)
H (3.895, 1.131, -2.078)
H (3.226, 1.523, -3.671)
H (4.389, -1.180, -3.052)
H (4.310, -0.560, -4.575)
H (2.278, -0.366, -2.701)
C (3.123, -2.209, 4.034)
C (2.433, -2.022, 2.704)
O (1.070, -1.660, 2.925)
H (4.094, -2.564, 3.733)
H (2.627, -2.877, 4.711)
H (3.163, -1.270, 4.576)
H (2.350, -3.011, 2.180)
H (2.879, -1.291, 2.023)
H (0.637, -1.453, 2.095)
C (1.452, 1.749, 3.351)
C (0.344, 2.767, 3.523)
O (-0.912, 2.111, 3.466)
H (1.475, 1.536, 2.212)
H (1.178, 0.804, 3.748)
H (2.353, 2.170, 3.791)
H (0.377, 3.532, 2.764)
H (0.521, 3.225, 4.495)
H (-1.592, 2.750, 3.460)
C (-1.109, -7.294, -1.071)
C (-1.687, -5.899, -0.762)
O (-0.857, -5.069, 0.049)
H (-1.794, -7.865, -1.717)
H (-1.018, -7.871, -0.169)
H (-0.150, -7.294, -1.613)
H (-2.591, -6.027, -0.232)
H (-1.946, -5.510, -1.745)
H (0.019, -5.045, -0.374)
C (-2.473, -5.568, 2.725)
C (-2.840, -4.114, 2.947)
C (-1.660, -3.328, 3.702)
O (-1.981, -1.921, 3.597)
C (-1.503, -1.173, 4.691)
N (-3.040, -3.372, 1.661)
H (-2.266, -6.171, 3.607)
H (-1.601, -5.678, 2.094)
H (-3.335, -6.081, 2.286)
H (-3.711, -4.041, 3.545)
H (-0.710, -3.450, 3.207)
H (-1.578, -3.561, 4.778)
H (-0.441, -1.491, 4.874)
H (-2.223, -1.360, 5.506)
H (-1.436, -0.134, 4.504)
H (-3.541, -3.957, 1.009)
H (-2.126, -3.443, 1.152)
C (5.824, 4.791, -0.461)
C (4.937, 3.644, -0.211)
C (5.280, 3.202, 1.207)
O (4.657, 1.977, 1.604)
C (5.255, 0.839, 1.065)
N (3.522, 3.897, -0.524)
H (5.541, 5.341, -1.316)
H (6.849, 4.441, -0.438)
H (5.724, 5.492, 0.344)
H (5.291, 2.861, -0.857)
H (4.938, 3.945, 1.894)
H (6.361, 3.005, 1.316)
H (6.321, 0.921, 0.807)
H (4.781, 0.525, 0.127)
H (5.010, 0.042, 1.761)
H (3.323, 4.906, -0.343)
H (2.836, 3.388, 0.064)
C (2.213, 6.967, -2.510)
C (2.024, 7.472, -1.097)
C (0.858, 6.863, -0.346)
O (0.898, 7.457, 0.945)
C (0.310, 8.767, 0.926)
N (3.212, 7.265, -0.276)
H (3.108, 7.478, -2.852)
H (1.355, 7.159, -3.069)
H (2.468, 5.962, -2.394)
H (1.758, 8.566, -1.118)
H (1.042, 5.734, -0.182)
H (-0.103, 7.048, -0.752)
H (0.063, 9.071, -0.158)
H (0.985, 9.517, 1.401)
H (-0.668, 8.710, 1.395)
H (2.894, 7.652, 0.626)
H (3.988, 7.846, -0.661)
C (-4.213, 1.575, 4.511)
C (-4.559, 1.320, 2.996)
C (-4.759, 2.698, 2.351)
O (-4.608, 2.627, 0.917)
C (-5.049, 3.892, 0.457)
N (-3.415, 0.576, 2.406)
H (-3.289, 2.170, 4.513)
H (-4.040, 0.591, 4.862)
H (-5.086, 1.985, 5.039)
H (-5.449, 0.696, 2.851)
H (-4.020, 3.422, 2.622)
H (-5.772, 3.061, 2.571)
H (-4.755, 4.676, 1.179)
H (-6.127, 3.919, 0.264)
H (-4.453, 4.103, -0.409)
H (-2.545, 0.654, 2.910)
H (-3.148, 0.909, 1.434)
C (2.894, -5.899, 1.149)
C (2.867, -4.822, -0.018)
C (4.334, -4.514, -0.412)
O (4.986, -5.718, -0.652)
C (6.378, -5.658, -0.943)
N (2.052, -5.406, -1.078)
H (1.887, -5.987, 1.581)
H (3.571, -5.522, 1.948)
H (3.361, -6.906, 0.800)
H (2.368, -3.888, 0.387)
H (4.629, -3.955, 0.507)
H (4.473, -3.805, -1.214)
H (6.871, -5.106, -0.147)
H (6.492, -5.034, -1.862)
H (6.825, -6.635, -1.135)
H (2.355, -6.371, -1.239)
H (2.133, -4.779, -1.875)

Löwdin atomic charge list, values in e, 99 entries: 0.597 -0.663 0.157 0.138 0.154 0.728 -0.272 -0.299 -0.345 0.559 -0.238 -0.241 -0.657 0.182 0.129 0.116 -0.625 0.075 0.134 0.199 0.664 -0.330 -0.288 -0.287 0.632 -0.295 -0.270 -0.622 0.158 0.152 0.074 -0.153 -0.120 0.056 0.077 0.091 0.051 -0.170 -0.133 0.078 0.063 0.069 0.002 -0.097 -0.291 -0.107 0.069 0.084 0.074 0.119 0.106 0.044 -0.085 -0.272 -0.087 0.090 0.053 0.098 0.091 0.116 0.040 -0.067 -0.293 -0.121 0.069 0.069 0.073 0.097 0.110 0.022 -0.063 -0.308 -0.083 0.095 0.039 0.080 0.093 0.109 0.040 -0.077 -0.301 -0.117 0.079 0.060 0.066 0.081 0.108 0.047 -0.037 -0.317 -0.086 -0.275 -0.068 0.059 0.088 0.061 0.093 0.093 0.118